No. 1
Density functional theory data (the ωB97M-V functional and the def2-TZVPD basis) for CH10F3O8PtS as an isolated structure at a distorted geometry.

```
24
Properties=species:S:1:pos:R:3:nbo_charge:R:1
Pt -1.05 0.14 0.93 0.95
C 3.17 -0.18 -3.34 0.87
F 3.02 1.22 -3.40 -0.26
F 2.09 -0.62 -4.00 -0.26
F 4.26 -0.74 -3.92 -0.24
S 3.18 -0.79 -1.56 2.17
O 3.26 -2.26 -1.74 -0.64
O 4.41 -0.28 -0.94 -0.76
O 1.92 -0.32 -0.93 -0.87
O -1.19 3.26 0.46 -0.96
H -0.36 3.67 0.22 0.48
H -1.80 3.99 0.54 0.49
O -1.07 -3.03 1.38 -0.96
H -1.87 -3.54 1.25 0.48
H -0.42 -3.68 1.65 0.49
O -3.58 -0.19 2.62 -0.97
H -3.94 -0.85 3.22 0.49
H -4.15 0.57 2.73 0.48
O 0.23 1.19 3.57 -0.97
H -0.20 1.25 4.42 0.49
H 1.10 1.56 3.72 0.49
O -2.11 -0.09 -1.97 -0.96
H -2.37 -0.89 -2.43 0.49
H -2.52 0.62 -2.46 0.49
```

Values from the calculation:
Multiplicity: 3
HOMO-LUMO gap (alpha / beta) in eV: 8.953 / 4.827
Maximum force in hartree/bohr: 0.13199
Energy relative to the best compared isomer or geometry (same formula, charge and spin) in kcal/mol: 119.9
E_LUMO (alpha / beta) in eV: -5.2 / -8.9
Total charge: +1

No. 2
Density functional theory data (the ωB97M-V functional and the def2-TZVPD basis) for a 4-piece molecular cluster, CH10N2O3 overall at a distorted geometry.

```
16
Properties=species:S:1:pos:R:3:nbo_charge:R:1
N 1.22 -0.11 1.56 -0.80
C 0.42 0.89 2.14 0.30
N -0.54 1.40 1.38 -0.79
H 1.71 -0.60 2.13 0.36
H 1.49 -0.23 0.54 0.43
H 0.68 1.05 3.18 0.17
H -1.23 2.12 1.95 0.36
H -1.90 -1.77 -1.71 0.46
H -1.31 -0.45 -1.73 0.49
O -1.11 -1.36 -2.06 -0.97
H -0.77 1.01 -0.42 0.51
H -1.53 1.69 -1.46 0.46
O -0.84 1.13 -1.46 -0.97
H 0.43 -1.52 -1.22 0.50
H 1.93 -1.42 -1.79 0.47
O 1.34 -1.85 -1.03 -0.99
```

Values from the calculation:
HOMO-LUMO gap in eV: 10.333
Maximum force in hartree/bohr: 0.15891
Energy relative to the best compared isomer or geometry (same formula, charge and spin) in kcal/mol: 39.6
E_LUMO in eV: 0.8
SMILES: [H]/N=C/N.O.O.O
Total charge: 0

No. 3
Density functional theory data (the ωB97M-V functional and the def2-TZVPD basis) for a 4-piece molecular cluster, CH10N2O3 overall at a distorted geometry.

```
16
Properties=species:S:1:pos:R:3:nbo_charge:R:1
N -0.93 0.88 0.69 -0.78
C -0.66 1.54 -0.46 0.33
N 0.46 2.13 -0.69 -0.82
H -1.43 0.00 0.55 0.41
H -0.19 0.68 1.35 0.39
H -1.50 1.61 -1.15 0.15
H 0.30 2.96 -1.25 0.36
H 1.15 -0.83 -0.14 0.51
H 0.87 -2.40 -0.18 0.47
O 0.48 -1.54 -0.24 -1.01
H 1.87 1.08 -0.68 0.50
H 3.27 0.66 -0.14 0.47
O 2.51 0.33 -0.60 -1.00
H -2.48 -2.85 1.50 0.48
H -1.54 -2.24 0.38 0.49
O -2.17 -2.03 1.07 -0.97
```

Values from the calculation:
HOMO-LUMO gap in eV: 10.281
Maximum force in hartree/bohr: 0.03699
Energy relative to the best compared isomer or geometry (same formula, charge and spin) in kcal/mol: 13.3
E_LUMO in eV: 0.8
SMILES: [H]/N=C/N.O.O.O
Total charge: 0

No. 4
Density functional theory data (the ωB97M-V functional and the def2-TZVPD basis) for a 3-piece molecular cluster, CH10N3O2 overall at a distorted geometry.

```
16
Properties=species:S:1:pos:R:3:nbo_charge:R:1
N 0.82 -0.80 -0.10 -0.88
C 0.37 -0.72 1.21 0.37
N -0.97 -0.45 1.43 -0.86
N 1.34 -0.64 2.21 -0.89
H 0.22 -0.60 -0.88 0.42
H 1.81 -0.80 -0.26 0.37
H -1.40 0.34 0.93 0.34
H -1.28 -0.62 2.37 0.38
H 2.30 -0.78 1.99 0.37
H 1.14 -0.79 3.18 0.39
H -1.46 0.51 -2.39 0.49
H -2.16 -0.85 -2.27 0.47
O -1.58 -0.24 -1.80 -0.96
H 0.64 2.77 -2.67 0.47
H 0.60 2.21 -1.23 0.47
O 0.23 2.10 -2.12 -0.97
```

Values from the calculation:
Multiplicity: 2
HOMO-LUMO gap (alpha / beta) in eV: 4.395 / 9.630
Maximum force in hartree/bohr: 0.03332
Energy relative to the best compared isomer or geometry (same formula, charge and spin) in kcal/mol: 3.3
E_LUMO (alpha / beta) in eV: 0.8 / 0.6
Total charge: 0

No. 5
Density functional theory data (the ωB97M-V functional and the def2-TZVPD basis) for CH10NOSn as an isolated structure at a distorted geometry.

```
14
Properties=species:S:1:pos:R:3:nbo_charge:R:1
C -1.83 0.60 -1.65 -1.04
Sn -0.08 -0.22 -0.50 1.11
N -1.33 -0.17 1.45 -1.01
H 1.36 0.72 -0.66 -0.06
H -0.95 -1.25 -1.68 -0.01
H -1.54 0.52 -2.70 0.24
H -2.03 1.63 -1.40 0.23
H -2.71 0.00 -1.46 0.23
H -0.81 0.37 2.16 0.44
H -1.33 -1.13 1.79 0.42
H -2.29 0.16 1.38 0.43
O 1.42 -0.65 2.08 -0.98
H 1.81 -1.52 2.30 0.51
H 2.15 -0.02 2.22 0.50
```

Values from the calculation:
HOMO-LUMO gap in eV: 7.987
Maximum force in hartree/bohr: 0.06260
Energy relative to the best compared isomer or geometry (same formula, charge and spin) in kcal/mol: 18.3
E_LUMO in eV: -4.9
Total charge: +1

No. 6
Density functional theory data (the ωB97M-V functional and the def2-TZVPD basis) for a 5-piece molecular cluster, CH10O6 overall at a distorted geometry.

```
17
Properties=species:S:1:pos:R:3:nbo_charge:R:1
O 1.38 2.73 -3.33 -0.56
C 2.03 2.44 -2.38 0.65
O 3.32 2.03 -2.40 -0.69
H 1.65 2.41 -1.35 0.11
H 3.46 1.61 -3.26 0.49
H 0.46 -3.21 -0.77 0.46
H 0.61 -2.65 0.60 0.47
O -0.08 -2.92 -0.03 -0.94
H -2.46 -1.33 1.27 0.47
H -3.48 -1.71 2.20 0.47
O -2.72 -1.12 2.18 -0.95
H 0.89 0.95 2.07 0.46
H -0.04 0.20 2.94 0.47
O 0.79 0.08 2.47 -0.93
H -1.53 0.39 0.56 0.47
H -2.61 -0.02 -0.42 0.46
O -1.67 0.12 -0.35 -0.93
```

Values from the calculation:
HOMO-LUMO gap in eV: 11.384
Maximum force in hartree/bohr: 0.02532
Energy relative to the best compared isomer or geometry (same formula, charge and spin) in kcal/mol: 32.7
E_LUMO in eV: 0.4
SMILES: O=CO.O.O.O.O
Total charge: 0

No. 7
Density functional theory data (the ωB97M-V functional and the def2-TZVPD basis) for a 5-piece molecular cluster, CH10O6 overall at a distorted geometry.

```
17
Properties=species:S:1:pos:R:3:nbo_charge:R:1
O 1.99 -0.23 1.29 -0.60
C 2.17 0.62 2.12 0.65
O 1.24 1.24 2.83 -0.69
H 3.20 0.87 2.46 0.10
H 0.42 1.18 2.28 0.52
H -1.00 1.97 0.25 0.48
H -1.48 0.68 0.90 0.49
O -0.90 1.44 1.05 -0.95
H -1.10 -2.57 -0.87 0.48
H -0.86 -2.40 0.61 0.47
O -1.36 -2.03 -0.12 -0.95
H 2.11 -1.83 -2.25 0.47
H 2.06 -0.67 -3.19 0.47
O 1.48 -1.23 -2.66 -0.93
H -3.07 1.66 -1.52 0.46
H -2.04 0.53 -1.37 0.47
O -2.87 0.76 -1.81 -0.93
```

Values from the calculation:
HOMO-LUMO gap in eV: 10.857
Maximum force in hartree/bohr: 0.03032
Energy relative to the best compared isomer or geometry (same formula, charge and spin) in kcal/mol: 24.3
E_LUMO in eV: 0.4
SMILES: O=CO.O.O.O.O
Total charge: 0

No. 8
Density functional theory data (the ωB97M-V functional and the def2-TZVPD basis) for a 4-piece molecular cluster, CH11N2O3 overall at a distorted geometry.

```
17
Properties=species:S:1:pos:R:3:nbo_charge:R:1
N -0.04 -0.13 -1.04 -0.68
C -0.31 0.84 -0.19 0.38
N 0.34 0.93 0.95 -0.70
H 0.36 -0.92 -0.53 0.41
H -0.30 -0.35 -1.99 0.46
H -0.46 1.79 -0.74 0.25
H 0.17 1.54 1.74 0.45
H 0.66 0.02 1.27 0.41
H 0.40 1.77 -3.73 0.51
H -0.87 2.90 -3.41 0.52
O -0.33 2.12 -3.23 -1.02
H -0.28 -3.64 -0.87 0.49
H -0.10 -3.14 0.57 0.48
O -0.45 -2.88 -0.29 -0.96
H 0.65 0.36 4.17 0.49
H 0.19 -1.02 3.89 0.49
O 0.36 -0.19 3.44 -0.97
```

Values from the calculation:
HOMO-LUMO gap in eV: 11.553
Maximum force in hartree/bohr: 0.10037
Energy relative to the best compared isomer or geometry (same formula, charge and spin) in kcal/mol: 41.6
E_LUMO in eV: -3.5
Total charge: +1

No. 9
Density functional theory data (the ωB97M-V functional and the def2-TZVPD basis) for a 4-piece molecular cluster, CH11N3O3 overall at a distorted geometry.

```
18
Properties=species:S:1:pos:R:3:nbo_charge:R:1
N 1.71 0.88 -0.10 -0.86
C 0.79 0.20 -0.80 0.61
N 1.24 0.07 -2.13 -0.88
N -0.42 -0.19 -0.36 -0.90
H 2.56 0.90 -0.70 0.41
H 1.43 1.14 0.88 0.45
H 0.55 -0.09 -2.88 0.43
H 1.74 0.83 -2.60 0.38
H -0.70 -0.13 0.70 0.35
H -0.17 0.19 3.09 0.49
H 0.37 1.53 3.43 0.47
O 0.38 0.90 2.80 -0.95
H -1.59 -1.15 -3.42 0.48
H -1.31 -0.07 -2.29 0.51
O -1.31 -0.23 -3.28 -0.98
H -1.54 -2.17 3.17 0.48
H -1.69 -1.32 1.79 0.48
O -2.03 -1.31 2.69 -0.95
```

Values from the calculation:
HOMO-LUMO gap in eV: 9.402
Maximum force in hartree/bohr: 0.08871
Energy relative to the best compared isomer or geometry (same formula, charge and spin) in kcal/mol: 44.1
E_LUMO in eV: 0.5
SMILES: N=C(N)N.O.O.O
Total charge: 0

No. 10
Density functional theory data (the ωB97M-V functional and the def2-TZVPD basis) for a 2-piece molecular cluster, CH11N5 overall at a distorted geometry.

```
17
Properties=species:S:1:pos:R:3:nbo_charge:R:1
C 1.15 -0.19 -0.81 -0.46
N 0.10 -0.83 -0.04 -0.15
N -1.13 -1.05 -0.73 -0.68
N 0.67 -2.24 0.44 -0.67
H -1.65 -0.17 -0.69 0.39
H -0.96 -1.38 -1.67 0.33
H 0.82 -2.82 -0.39 0.33
H -0.09 -2.69 0.96 0.36
H 2.07 -0.27 -0.25 0.22
H 0.89 0.87 -0.90 0.25
H 1.27 -0.67 -1.79 0.17
N -0.99 1.35 1.08 -0.77
N -0.24 2.41 0.51 -0.71
H 0.41 2.87 1.14 0.33
H -0.87 3.09 0.08 0.34
H -1.08 1.47 2.09 0.32
H -0.39 0.26 0.95 0.39
```

Values from the calculation:
HOMO-LUMO gap in eV: 9.062
Maximum force in hartree/bohr: 0.07828
Energy relative to the best compared isomer or geometry (same formula, charge and spin) in kcal/mol: 48.9
E_LUMO in eV: 1.1
SMILES: CN(N)N.NN
Total charge: 0

No. 11
Density functional theory data (the ωB97M-V functional and the def2-TZVPD basis) for CH11NSi3 as an isolated structure at a distorted geometry.

```
16
Properties=species:S:1:pos:R:3:nbo_charge:R:1
C -2.22 0.35 -0.87 -1.16
N 0.67 -0.10 0.06 -1.71
Si 1.93 0.97 -0.58 1.07
Si 0.89 -1.70 0.67 1.14
Si -1.33 0.83 0.72 1.28
H -1.52 -0.36 -1.37 0.29
H -2.90 -0.44 -0.52 0.25
H -2.59 1.12 -1.55 0.26
H 1.37 2.40 -0.86 -0.17
H 2.51 0.30 -1.90 -0.18
H 2.99 0.86 0.59 -0.18
H 2.37 -2.08 1.12 -0.18
H -0.08 -1.56 1.71 -0.23
H 0.43 -2.84 -0.12 -0.21
H -1.57 -0.04 1.99 -0.13
H -0.96 2.30 0.90 -0.15
```

Values from the calculation:
HOMO-LUMO gap in eV: 8.728
Maximum force in hartree/bohr: 0.08213
E_LUMO in eV: 0.1
Total charge: 0

No. 12
Density functional theory data (the ωB97M-V functional and the def2-TZVPD basis) for a 5-piece molecular cluster, CH11O4S overall at a distorted geometry.

```
17
Properties=species:S:1:pos:R:3:nbo_charge:R:1
C 2.27 0.34 0.49 -0.77
S 2.00 0.67 2.30 -0.69
H 3.22 0.83 0.18 0.20
H 1.38 0.72 -0.13 0.17
H 2.19 -0.87 0.47 0.21
H -0.81 -1.28 2.18 0.46
H 0.36 -0.76 1.48 0.50
O -0.28 -1.54 1.40 -1.00
H 0.39 1.58 1.09 0.50
H -0.67 2.36 2.05 0.48
O -0.59 2.07 1.13 -1.05
H -2.60 -1.42 -3.24 0.49
H -1.24 -1.41 -4.04 0.48
O -2.20 -1.55 -4.14 -0.96
H -1.19 -0.57 0.03 0.49
H -1.00 0.86 -0.48 0.49
O -1.22 -0.02 -0.78 -1.00
```

Values from the calculation:
HOMO-LUMO gap in eV: 7.067
Maximum force in hartree/bohr: 0.07226
Energy relative to the best compared isomer or geometry (same formula, charge and spin) in kcal/mol: 28.3
E_LUMO in eV: 3.7
Total charge: -1